Formula: C38H78Br4F3N4O4S
Source: the OMol25 dataset
Level of theory: wB97M-V/def2-TZVPD

Its net charge is +1. The lowest unoccupied orbital energy is -2.29 eV. The gap between HOMO and LUMO is 7.93 eV. The calculation puts the energy at -353963.986 eV.

Each line ends with the Mulliken charge.
Positions of all 132 atoms, in Å:
C  -4.365  -4.426  1.825  -0.5108
C  -4.181  -5.448  0.577  -0.3407
C  -2.641  -5.558  0.194  -1.0647
C  -2.149  -4.371  -0.770  0.6685
C  -2.866  -4.523  -2.179  -0.6435
C  -2.315  -3.557  -3.316  -1.2813
C  -2.013  -2.074  -2.828  0.9902
C  -3.304  -1.130  -2.774  -1.0745
C  -3.368  -0.203  -1.494  -0.4111
C  -2.172  0.894  -1.457  -0.3871
C  -1.902  1.410  -0.020  -1.0962
C  -0.562  1.060  0.837  2.6000
C  -1.149  1.340  2.287  -1.5250
Br  -0.216  2.723  3.437  -0.0542
C  -1.618  0.149  3.223  -0.1149
C  -0.566  -0.504  4.206  -0.2986
Br  -2.834  -1.195  2.348  -0.0731
C  -0.279  -0.425  0.275  -0.2891
S  0.644  -1.689  1.275  -0.1193
N  0.650  -0.269  -0.927  -0.0744
C  1.213  1.115  -1.135  -0.4583
N  0.467  2.097  -1.979  -0.2331
C  2.662  1.256  -1.759  -0.1042
C  3.775  0.220  -1.313  -0.9990
C  2.692  1.261  -3.381  -0.7913
C  3.001  2.727  -3.975  -1.1288
C  0.835  1.715  0.340  -0.7260
C  2.083  1.987  1.252  -1.5546
C  2.408  1.036  2.482  1.0298
C  3.715  0.167  2.404  -0.0339
F  3.685  -0.919  1.523  -0.3746
Br  5.365  1.288  2.214  -0.0188
C  3.884  -0.528  3.893  0.5831
F  2.759  -0.383  4.688  -0.1459
F  4.054  -1.918  3.718  -0.2309
Br  5.557  0.054  4.807  -0.1486
H  -4.659  -5.040  2.725  0.3250
H  -5.171  -3.679  1.553  0.2344
H  -3.384  -3.886  1.985  -0.1629
H  -4.626  -6.436  0.896  0.3682
H  -4.838  -5.039  -0.246  0.1516
H  -2.431  -6.578  -0.245  0.3872
H  -2.063  -5.499  1.175  0.3109
H  -1.025  -4.477  -0.865  0.3055
H  -2.408  -3.383  -0.257  -0.3937
H  -4.001  -4.479  -2.111  0.2408
H  -2.642  -5.587  -2.530  0.3332
H  -1.375  -4.005  -3.764  0.3712
H  -3.115  -3.488  -4.118  0.3542
H  -1.407  -2.039  -1.862  -0.8559
H  -1.315  -1.627  -3.620  0.3420
H  -4.212  -1.820  -2.735  0.5015
H  -3.350  -0.499  -3.715  0.2746
H  -4.342  0.380  -1.518  0.4309
H  -3.370  -0.784  -0.518  0.0467
H  -2.602  1.754  -2.075  0.3992
H  -1.376  0.440  -2.099  -0.3108
H  -1.961  2.552  0.007  0.5327
H  -2.842  1.069  0.536  0.6233
H  -2.084  1.990  2.196  0.9176
H  -2.359  0.640  3.942  0.4186
H  -0.209  -1.541  3.897  0.2088
H  0.325  0.130  4.469  0.1420
H  -1.090  -0.700  5.204  -0.0823
H  -1.179  -1.070  0.003  -1.1638
H  -0.237  -2.718  1.591  0.2394
H  1.428  -0.921  -0.703  0.7165
H  0.314  -0.693  -1.817  0.5723
H  0.058  1.702  -2.822  0.2650
H  0.975  2.964  -2.120  0.2581
H  3.044  2.292  -1.471  0.6159
H  4.657  0.198  -2.033  0.5361
H  3.445  -0.854  -1.202  0.3770
H  4.231  0.615  -0.345  -0.0730
H  1.733  0.825  -3.822  0.1529
H  3.519  0.601  -3.789  0.5016
H  2.274  3.037  -4.779  0.2743
H  2.999  3.536  -3.189  0.4631
H  4.034  2.756  -4.455  0.1371
H  0.470  2.769  0.091  0.8342
H  3.079  2.111  0.714  0.6689
H  1.932  3.035  1.682  0.4171
H  1.469  0.484  2.761  -1.3688
H  2.595  1.723  3.377  0.6734
C  -5.374  0.822  10.506  -0.7196
O  -3.988  0.974  10.771  -0.3407
C  -3.460  -0.050  11.613  -0.8129
C  -2.492  -0.936  10.835  -0.1681
N  -3.200  -1.761  9.857  -0.2994
C  -2.316  -2.447  8.915  -0.9402
C  -1.492  -1.576  7.959  -0.3981
O  -2.272  -0.868  7.000  -0.4009
C  -2.774  0.382  7.451  -0.6486
H  -5.715  1.712  9.976  0.2365
H  -5.557  -0.048  9.867  0.3080
H  -5.944  0.729  11.434  0.3446
H  -4.250  -0.642  12.087  0.4029
H  -2.904  0.454  12.410  0.3981
H  -1.957  -1.586  11.533  0.3865
H  -1.763  -0.280  10.346  0.1520
H  -3.834  -1.173  9.327  0.0696
H  -2.953  -3.098  8.308  0.4116
H  -1.642  -3.103  9.475  0.4210
H  -0.854  -2.251  7.378  0.3683
H  -0.808  -0.899  8.484  0.3696
H  -2.104  0.867  8.165  0.3184
H  -3.767  0.257  7.886  0.1763
H  -2.882  1.035  6.582  0.2905
C  4.982  5.332  -10.293  -0.7102
O  5.661  4.177  -9.825  -0.3421
C  5.690  4.079  -8.403  -0.8612
C  4.838  2.904  -7.931  -0.1061
N  3.414  3.168  -8.132  -0.2843
C  2.564  1.994  -7.932  -0.1115
C  2.741  0.820  -8.903  -0.6612
O  2.347  1.109  -10.236  -0.4249
C  3.354  1.714  -11.035  -0.5364
H  5.128  5.394  -11.372  0.2418
H  3.908  5.261  -10.097  0.3007
H  5.386  6.239  -9.835  0.3413
H  5.385  5.012  -7.919  0.4132
H  6.730  3.888  -8.122  0.3975
H  5.025  2.727  -6.867  0.2656
H  5.159  2.017  -8.489  0.2028
H  3.272  3.505  -9.077  0.0876
H  1.529  2.343  -8.014  0.4077
H  2.693  1.634  -6.904  -0.1217
H  2.073  0.020  -8.567  0.3797
H  3.751  0.395  -8.876  0.3655
H  4.359  1.385  -10.758  0.2735
H  3.280  2.802  -10.980  0.1829
H  3.174  1.430  -12.074  0.2972



Formula: C15H34ClF2O11PS2Si2
Source: the OMol25 dataset
Level of theory: wB97M-V/def2-TZVPD

The lowest unoccupied orbital energy is 0.45 eV. The gap between HOMO and LUMO is 8.88 eV. The calculation puts the energy at -103301.280 eV.

Each line ends with the natural charge from an NBO analysis.
Positions of all 68 atoms, in Å:
C  -2.732  1.544  4.627  -0.2418
O  -3.148  1.883  3.323  -0.5525
C  -2.285  2.751  2.590  -0.5457
Si  -1.761  1.949  0.966  1.8615
C  -3.080  1.039  0.026  -0.9446
C  -4.343  1.799  -0.200  0.1247
C  -4.248  3.263  -0.542  -0.2078
O  -4.728  2.657  0.762  -0.5075
O  -0.499  0.840  1.074  -1.2302
Si  0.460  0.722  2.404  1.3489
C  1.439  2.292  2.810  -1.0181
C  1.849  2.221  4.221  0.8827
O  1.966  1.195  4.879  -0.5537
F  2.126  3.408  4.789  -0.3271
P  2.076  -0.826  2.013  0.6650
O  1.279  -2.273  2.161  -0.9787
Cl  2.402  -0.698  -0.020  -0.3015
C  -0.971  3.342  -0.099  -0.2205
C  -1.021  3.065  -1.576  -0.6471
F  0.390  3.435  0.233  -0.3925
H  -2.428  0.508  4.648  0.1742
H  -1.943  2.180  5.008  0.1672
H  -3.569  1.634  5.302  0.1870
H  -1.487  3.169  3.192  0.1977
H  -2.882  3.612  2.305  0.2218
H  -2.785  0.684  -0.948  0.2724
H  -3.459  0.229  0.639  0.2579
H  -5.109  1.278  -0.712  0.1890
H  -3.585  3.961  -0.077  0.2099
H  -5.182  3.581  -0.954  0.2014
H  -0.223  0.228  3.614  -0.1899
H  0.934  3.211  2.562  0.2813
H  2.344  2.284  2.216  0.2906
H  0.866  -2.279  3.027  0.4938
H  -1.399  4.314  0.117  0.1738
H  -0.355  2.247  -1.791  0.2244
H  -2.005  2.768  -1.904  0.2212
H  -0.733  3.936  -2.139  0.2147
O  -3.733  -3.362  -1.535  -0.9347
S  -3.357  -2.500  -2.609  2.3912
O  -3.632  -1.095  -2.551  -0.9528
O  -3.931  -3.082  -3.968  -0.7216
C  -5.342  -3.384  -4.029  -0.0778
C  -6.192  -2.141  -4.206  -0.6400
C  -1.652  -2.724  -2.975  -0.8889
H  -5.637  -3.946  -3.142  0.2011
H  -5.459  -4.042  -4.886  0.1967
H  -6.155  -1.507  -3.322  0.2242
H  -7.231  -2.421  -4.382  0.2188
H  -5.836  -1.550  -5.049  0.2177
H  -1.450  -3.787  -3.061  0.2540
H  -1.087  -2.295  -2.150  0.2595
H  -1.421  -2.204  -3.900  0.2532
O  6.805  -2.517  -2.412  -0.9415
S  7.850  -2.392  -1.445  2.3919
O  8.426  -3.555  -0.849  -0.9365
O  7.374  -1.399  -0.303  -0.7267
C  6.108  -1.669  0.342  -0.0786
C  6.207  -2.786  1.360  -0.6417
C  9.137  -1.381  -2.091  -0.8881
H  5.346  -1.881  -0.408  0.2043
H  5.827  -0.741  0.835  0.1971
H  6.403  -3.744  0.880  0.2253
H  5.272  -2.867  1.916  0.2217
H  7.022  -2.597  2.059  0.2153
H  8.698  -0.480  -2.509  0.2500
H  9.638  -1.955  -2.866  0.2524
H  9.830  -1.144  -1.290  0.2522



Formula: C6H38N2O12
Source: the OMol25 dataset
Level of theory: wB97M-V/def2-TZVPD

The lowest unoccupied orbital energy is -0.19 eV. The gap between HOMO and LUMO is 8.46 eV. The calculation puts the energy at -34386.447 eV.

Each line ends with the natural charge from an NBO analysis.
Positions of all 58 atoms, in Å:
N  -1.154  -1.389  -0.779  -0.8769
C  -0.057  -0.481  -0.442  -0.0373
C  -0.515  0.084  0.894  -0.4613
C  0.317  1.413  1.026  -0.1670
C  1.296  1.592  1.907  -0.4176
C  1.312  -1.241  -0.461  -0.2135
N  1.672  -1.644  -1.795  -0.6670
C  1.727  -3.077  -1.980  -0.4156
H  -1.331  -2.245  -0.269  0.3699
H  -1.181  -1.513  -1.776  0.3692
H  -0.007  0.331  -1.157  0.1826
H  -0.340  -0.543  1.773  0.1890
H  -1.520  0.374  0.734  0.2496
H  0.159  1.825  0.052  0.1980
H  1.922  2.460  2.006  0.2054
H  1.554  0.823  2.656  0.1873
H  2.094  -0.568  -0.042  0.1788
H  1.331  -2.026  0.294  0.1805
H  1.319  -1.083  -2.572  0.3627
H  2.229  -3.461  -2.909  0.2052
H  0.789  -3.584  -1.823  0.1677
H  2.418  -3.535  -1.244  0.1930
H  -0.115  4.188  -1.245  0.4779
H  -1.298  5.191  -1.329  0.4743
O  -0.595  4.873  -0.766  -0.9596
H  1.569  3.500  -2.548  0.5045
H  1.367  1.981  -2.072  0.5177
O  0.924  2.841  -2.176  -0.9966
H  -0.827  0.474  3.470  0.4784
H  -1.481  0.470  4.954  0.4746
O  -1.384  0.973  4.147  -0.9533
H  4.729  -0.974  2.380  0.4993
H  3.899  -2.484  2.160  0.5131
O  4.600  -1.848  2.026  -1.0112
H  -3.834  -1.429  2.827  0.4851
H  -3.050  -1.360  1.479  0.4997
O  -3.044  -1.708  2.371  -0.9775
H  -0.059  1.131  -5.154  0.4820
H  0.881  0.174  -4.386  0.4780
O  0.010  0.563  -4.389  -0.9542
H  -4.381  2.828  1.506  0.4808
H  -2.851  3.221  1.118  0.4947
O  -3.791  3.486  1.092  -0.9588
H  1.171  -3.781  1.564  0.4591
H  0.874  -4.690  2.662  0.4805
O  1.596  -4.134  2.353  -0.9388
H  -2.741  1.413  -1.146  0.4845
H  -3.833  2.071  -0.291  0.4805
O  -3.520  1.213  -0.621  -0.9800
H  -0.826  2.709  -2.494  0.4841
H  -1.384  1.893  -3.652  0.4771
O  -1.654  2.497  -2.941  -0.9799
H  -1.174  -3.041  3.349  0.4613
H  -2.604  -3.379  3.300  0.4864
O  -1.786  -3.694  3.683  -0.9539
H  3.449  1.025  -0.988  0.4959
H  3.817  0.316  -2.402  0.4976
O  3.312  0.979  -1.936  -0.9859



Formula: C61H74NO5PtSeTe
Source: the OMol25 dataset
Level of theory: wB97M-V/def2-TZVPD

The lowest unoccupied orbital energy (spin up / spin down) is 0.26 / -2.33 eV. The gap between HOMO and LUMO (spin up / spin down) is 7.66 / 5.02 eV. Its spin multiplicity is 6. The calculation puts the energy at -152067.124 eV.

Each line ends with the Mulliken spin population.
Positions of all 144 atoms, in Å:
Pt  -0.478  1.070  -0.939  1.3293
C  2.593  -1.802  6.132  0.0008
C  1.337  -2.019  5.284  0.0036
C  1.253  -3.511  4.921  0.0026
C  0.119  -1.625  6.130  0.0032
C  1.345  -1.218  3.993  0.0497
C  0.227  -1.248  3.169  -0.0324
C  0.258  -0.637  1.936  0.0745
Se  -1.340  -0.755  0.838  0.4198
C  -2.327  0.534  1.876  0.0600
C  -3.253  0.121  2.811  -0.0296
C  -3.855  1.065  3.630  0.0172
C  -3.542  2.404  3.394  0.0023
C  -2.644  2.853  2.445  0.0192
C  -1.939  1.881  1.683  -0.0233
O  -0.973  2.173  0.886  0.1586
C  -2.476  4.356  2.262  0.0046
C  -3.841  4.939  1.858  -0.0001
C  -1.477  4.754  1.173  -0.0027
C  -1.996  4.972  3.584  -0.0003
C  -4.838  0.712  4.733  0.0004
C  -4.352  1.310  6.062  0.0002
C  -6.212  1.290  4.366  0.0000
C  -4.982  -0.799  4.930  0.0004
C  1.397  0.031  1.434  -0.0683
O  1.453  0.408  0.195  0.2138
C  2.482  0.196  2.344  0.0329
C  2.430  -0.458  3.561  -0.0129
C  3.654  1.089  1.958  0.0000
C  3.102  2.492  1.667  0.0160
C  4.683  1.223  3.087  0.0011
C  4.382  0.538  0.725  0.0016
H  2.509  -2.381  7.050  0.0000
H  2.705  -0.755  6.402  0.0000
H  3.487  -2.133  5.608  0.0001
H  1.240  -4.112  5.828  0.0000
H  2.116  -3.803  4.325  -0.0001
H  0.355  -3.728  4.349  -0.0006
H  0.133  -2.165  7.075  0.0001
H  -0.812  -1.858  5.621  -0.0003
H  0.138  -0.557  6.336  -0.0005
H  -0.679  -1.752  3.472  -0.0152
H  -3.478  -0.932  2.888  -0.0015
H  -4.048  3.144  3.994  0.0021
H  -4.184  4.469  0.938  -0.0003
H  -3.748  6.010  1.686  -0.0001
H  -4.597  4.780  2.622  0.0003
H  -1.792  4.369  0.206  0.0027
H  -0.484  4.375  1.395  -0.0002
H  -1.425  5.841  1.118  0.0012
H  -2.713  4.814  4.386  0.0004
H  -1.847  6.043  3.463  0.0001
H  -1.050  4.522  3.879  -0.0003
H  -4.321  2.395  6.031  -0.0001
H  -3.352  0.947  6.294  0.0002
H  -5.022  1.012  6.867  -0.0001
H  -6.167  2.369  4.250  0.0000
H  -6.938  1.054  5.141  0.0000
H  -6.555  0.864  3.425  0.0001
H  -4.023  -1.251  5.171  -0.0003
H  -5.391  -1.276  4.042  -0.0001
H  -5.662  -0.991  5.757  0.0001
H  3.284  -0.378  4.210  -0.0011
H  2.571  2.870  2.540  -0.0009
H  2.416  2.475  0.825  -0.0081
H  3.917  3.173  1.431  0.0001
H  4.220  1.593  4.000  0.0001
H  5.446  1.937  2.786  0.0001
H  5.177  0.274  3.286  0.0001
H  3.733  0.516  -0.147  0.0121
H  4.746  -0.472  0.916  -0.0013
H  5.232  1.173  0.487  -0.0005
C  -2.273  3.256  -4.163  0.0150
C  -2.283  2.028  -3.276  0.0558
O  -2.084  2.208  -2.062  0.0709
C  -2.618  0.751  -3.853  -0.0700
C  -3.207  0.661  -5.125  -0.0015
C  -3.737  -0.510  -5.598  -0.0035
C  -3.694  -1.653  -4.797  0.0066
C  -3.067  -1.624  -3.584  0.0212
C  -2.442  -0.447  -3.086  0.0395
O  -1.762  -0.536  -2.010  0.3500
H  -1.953  4.109  -3.569  -0.0019
H  -3.271  3.450  -4.551  0.0001
H  -1.593  3.125  -5.000  0.0036
H  -3.276  1.547  -5.735  -0.0005
H  -4.225  -0.540  -6.559  -0.0003
H  -4.149  -2.568  -5.146  0.0008
H  -3.018  -2.498  -2.958  -0.0012
C  3.912  -7.210  -1.135  0.0002
C  3.560  -5.764  -1.326  -0.0074
C  2.994  -5.027  -0.296  0.0233
C  2.637  -3.698  -0.482  -0.2088
C  2.045  -2.906  0.635  0.1399
C  2.833  -3.108  -1.723  0.5069
Te  1.950  -1.002  -2.039  0.6940
N  0.960  0.895  -2.506  0.6410
C  1.973  1.711  -2.410  0.1102
O  3.160  1.306  -2.357  0.1574
C  1.706  3.171  -2.560  0.0265
C  0.740  3.818  -1.802  0.1197
C  0.478  5.158  -2.026  0.0128
C  1.186  5.851  -2.995  0.0072
C  2.171  5.211  -3.731  -0.0020
C  2.433  3.873  -3.513  0.0032
C  0.970  -1.735  -3.787  0.1105
C  1.213  -1.125  -5.020  -0.0061
C  2.239  -0.049  -5.210  -0.0007
C  0.507  -1.554  -6.136  -0.0104
C  -0.398  -2.598  -6.068  0.0077
C  -1.145  -3.033  -7.291  -0.0002
C  -0.618  -3.200  -4.836  -0.0044
C  0.030  -2.766  -3.689  -0.1438
C  -0.302  -3.389  -2.367  0.0990
C  3.468  -3.796  -2.745  -0.0163
C  3.806  -3.132  -4.042  0.0455
C  3.809  -5.129  -2.535  0.0221
H  3.624  -7.550  -0.143  0.0002
H  4.983  -7.365  -1.261  0.0002
H  3.398  -7.823  -1.875  0.0001
H  2.824  -5.486  0.670  0.0026
H  2.005  -3.475  1.560  -0.0025
H  1.031  -2.590  0.373  -0.0027
H  2.642  -2.010  0.803  -0.0371
H  0.221  3.286  -1.006  0.0149
H  -0.280  5.661  -1.445  0.0012
H  0.982  6.897  -3.166  0.0007
H  2.738  5.758  -4.472  -0.0003
H  3.201  3.355  -4.069  -0.0008
H  2.837  0.098  -4.311  0.0168
H  1.762  0.897  -5.470  0.0008
H  2.909  -0.315  -6.028  0.0039
H  0.682  -1.066  -7.086  0.0017
H  -0.599  -2.769  -8.194  0.0002
H  -2.112  -2.531  -7.317  0.0010
H  -1.317  -4.107  -7.291  0.0002
H  -1.322  -4.017  -4.767  0.0018
H  -1.235  -3.946  -2.425  -0.0006
H  -0.410  -2.608  -1.608  -0.0403
H  0.482  -4.079  -2.056  -0.0001
H  3.928  -2.061  -3.881  -0.0084
H  3.007  -3.282  -4.768  -0.0012
H  4.728  -3.539  -4.452  0.0006
H  4.286  -5.677  -3.337  0.0056